104
Properties=species:S:1:pos:R:3:forces:R:3 method="wB97M-V/def2-TZVPD" molar_mass_g_mol=879.8 energy_ha=-4232.24769 e_homo_ha=-0.329 fmax_ev_per_a=2.695 gap_ha=0.287
C -0.7715 6.1833 3.8228 0.592 -0.502 0.407
C -1.1913 4.7360 4.0334 -0.364 1.144 -0.276
O -2.2739 4.5206 4.5125 0.241 -0.437 0.129
N -0.2442 3.6894 3.6949 -0.785 -0.560 1.027
C -0.3748 2.6483 4.7952 -0.950 -0.155 -0.521
C -0.5955 3.0005 2.4892 1.084 0.510 -0.033
C -1.8609 3.0673 1.9343 -0.745 0.174 -0.250
C -2.2118 2.3551 0.8007 0.520 -0.146 -0.303
C -3.5905 2.4112 0.2421 0.032 -0.016 0.102
C -3.9227 3.2790 -0.7910 0.055 -0.179 0.482
C -5.2305 3.2752 -1.2360 -0.044 0.762 -0.632
N -6.2145 2.5134 -0.7624 0.513 0.071 0.097
C -5.8530 1.6742 0.2025 -0.617 -0.729 0.755
C -4.5794 1.5715 0.7412 0.459 0.418 -0.253
C -1.2339 1.5456 0.2211 -0.401 -0.009 -0.413
C 0.0530 1.4940 0.7354 0.764 -0.680 -0.127
C 0.4021 2.2236 1.8741 -0.707 0.678 0.352
S 2.0850 2.0980 2.4577 1.732 -1.485 -1.434
O 2.3216 0.7206 2.7466 -0.865 -0.079 0.924
O 2.9858 2.6557 1.5199 -0.413 1.311 0.191
F 2.2726 2.8830 3.7988 -0.425 -0.014 -0.353
C 1.0014 0.5598 -0.0208 -0.371 -0.127 0.058
O 2.1316 0.8378 -0.3023 -0.062 0.000 -0.145
C 0.3538 -0.7410 -0.4338 0.047 -0.380 0.079
C 0.9950 -1.9858 -0.3202 0.334 0.328 -0.108
P 2.7068 -2.0632 0.3487 0.243 1.416 0.649
P 3.9620 -2.8199 -1.2568 -0.089 -1.314 0.398
O 5.3479 -2.8466 -0.8105 0.236 0.064 0.031
O 3.7217 -1.8290 -2.5092 -0.574 -0.757 0.367
O 3.4151 -4.3035 -1.6616 0.164 1.438 -0.252
C 0.2777 -3.1041 -0.7064 0.356 -0.623 0.240
C -1.0128 -3.0434 -1.1834 0.051 -0.301 0.312
N -1.6597 -4.2712 -1.5384 -0.043 0.775 -0.723
C -1.9557 -4.4089 -2.7106 -0.198 -0.605 0.142
S -2.3526 -4.6931 -4.1869 -0.065 0.020 -0.023
C -1.6520 -1.8195 -1.3084 -0.042 0.312 0.221
O -2.9271 -1.6777 -1.7621 -0.032 -0.138 0.106
C -0.9475 -0.6859 -0.9246 -0.098 0.826 0.186
C -1.5559 0.6911 -0.9891 0.312 -0.346 0.115
O -2.2015 1.0816 -1.9254 -0.088 0.066 0.072
H -1.4677 6.6949 3.1596 0.117 -0.067 -0.058
H -0.8544 6.6420 4.8137 -0.124 0.053 -0.153
H 0.2733 6.2783 3.5259 -0.213 0.003 -0.317
H -1.2856 2.0877 4.5746 0.057 -0.038 0.346
H -0.5388 3.1149 5.7644 0.525 0.091 -0.061
H 0.4435 1.9321 4.7783 0.163 0.351 0.149
H -2.6422 3.6766 2.3726 0.201 -0.062 0.218
H -3.1784 3.9416 -1.2143 -0.108 -0.043 -0.081
H -5.4892 3.9716 -2.0333 -0.119 -0.153 0.066
H -6.6314 1.0261 0.6077 0.128 0.269 -0.290
H -4.3338 0.8687 1.5297 -0.206 0.014 -0.021
H 2.6537 -3.0635 1.3508 -0.097 -0.471 -0.722
H 2.8034 -1.9397 -2.8013 0.056 0.379 -0.177
H 2.7573 -4.2334 -2.3758 -0.076 -0.611 -0.250
H 0.7423 -4.0829 -0.6239 -0.087 0.070 -0.008
H -3.4946 -2.3407 -1.3477 0.045 -0.120 -0.173
C -1.4349 -1.0394 -4.7331 0.245 0.053 -0.172
O -0.2486 -1.2919 -3.9703 0.036 -0.188 -0.001
H -2.3020 -1.2947 -4.1305 0.107 0.013 0.095
H -1.4863 0.0165 -5.0053 -0.127 -0.020 -0.010
H -1.4316 -1.6538 -5.6370 -0.136 0.037 -0.036
H 0.4963 -1.0537 -4.5297 -0.007 0.128 0.041
C -7.2502 5.5483 1.1549 -0.051 -0.255 -0.245
O -8.2994 4.7992 0.5592 0.057 0.116 -0.004
H -7.6749 6.1509 1.9546 -0.036 -0.019 -0.009
H -6.4920 4.8794 1.5750 0.077 0.109 0.057
H -6.7834 6.2101 0.4190 0.087 0.072 0.110
H -7.9058 4.2696 -0.1445 -0.083 -0.175 0.073
C 8.7010 -3.0425 -0.3474 -0.081 0.050 0.389
O 9.5047 -3.1046 0.8311 0.151 -0.053 -0.112
H 9.2868 -3.4262 -1.1788 0.102 -0.002 0.079
H 7.8055 -3.6533 -0.2269 -0.083 0.098 -0.191
H 8.4170 -2.0082 -0.5543 -0.119 -0.069 -0.154
H 8.9757 -2.7633 1.5565 0.018 -0.007 0.012
C 5.8907 1.8782 2.7371 -0.052 0.082 0.390
O 6.5389 1.8971 4.0107 0.120 -0.045 -0.103
H 6.6143 1.5529 1.9938 0.037 -0.007 0.057
H 5.0515 1.1809 2.7513 -0.014 0.002 -0.185
H 5.5352 2.8781 2.4809 -0.051 -0.058 -0.169
H 5.8912 2.1850 4.6585 0.028 -0.011 0.031
C -8.7890 -1.1001 -0.6847 -0.041 0.038 0.257
O -8.3199 -0.1832 0.3003 -0.113 -0.204 -0.032
H -8.3314 -0.8361 -1.6348 0.027 0.063 0.036
H -8.5061 -2.1228 -0.4218 -0.042 -0.045 -0.117
H -9.8751 -1.0348 -0.7803 0.005 -0.069 -0.112
H -8.7303 -0.4214 1.1366 -0.018 0.073 0.009
C 1.3961 -5.7392 -4.8192 -0.040 0.241 -0.067
O 1.7159 -4.6142 -3.9887 -0.003 0.069 0.067
H 1.6474 -6.6509 -4.2848 0.043 0.091 0.101
H 0.3276 -5.7322 -5.0455 0.056 -0.132 -0.018
H 1.9700 -5.6957 -5.7470 -0.010 -0.098 0.018
H 1.4787 -3.8248 -4.4849 -0.093 0.014 0.064
C -1.4976 -1.2496 4.2665 0.185 0.132 -0.132
O -1.5047 0.0366 3.6500 -0.110 -0.240 -0.097
H -2.5131 -1.4798 4.5792 -0.015 0.063 -0.024
H -1.1589 -2.0109 3.5592 -0.026 -0.093 0.087
H -0.8445 -1.2499 5.1426 -0.040 -0.117 0.027
H -0.6006 0.2254 3.3772 0.001 -0.023 -0.051
C 9.3240 -3.4241 -4.0966 0.347 -0.116 -0.139
O 9.7471 -3.9207 -5.3642 -0.157 0.040 -0.013
H 8.2901 -3.0997 -4.1828 0.004 -0.031 -0.057
H 9.3928 -4.2083 -3.3393 -0.090 0.076 0.085
H 9.9435 -2.5735 -3.8003 -0.113 0.032 0.146
H 10.6609 -4.2024 -5.2740 -0.001 -0.014 -0.046